(1)
C25H41AuCl3N3O3SSi | wB97M-V/def2-TZVPD

XYZ file:
```
78
Properties=species:S:1:pos:R:3
C -2.426 2.780 -3.370
C -3.000 2.669 -1.993
H -3.195 2.604 -4.128
H -1.619 2.059 -3.523
H -2.021 3.790 -3.521
C -4.153 3.261 -1.646
C -5.147 3.788 -2.654
H -4.416 3.404 -0.590
H -5.263 3.124 -3.530
H -4.865 4.789 -3.025
H -6.144 3.861 -2.197
Au 2.262 1.426 0.243
Cl 2.835 3.400 1.548
Cl 4.055 1.356 -1.277
H 4.530 -2.948 2.998
H 7.293 -1.953 1.560
C 4.818 -3.394 2.032
C 6.661 -2.301 0.724
N 5.256 -2.368 1.103
H 3.932 -3.898 1.621
C 4.329 -1.503 0.648
O 3.145 -1.547 0.989
H 6.762 -1.607 -0.121
H 4.744 -0.772 -0.071
H 5.642 -4.102 2.161
H 7.008 -3.299 0.419
H -3.572 -1.373 -2.577
H -4.723 0.003 -0.697
C -3.460 -2.239 -1.919
C -4.913 -1.020 -0.354
N -3.725 -1.830 -0.558
H -2.446 -2.634 -1.990
C -2.785 -1.977 0.413
O -1.656 -2.441 0.273
H -5.178 -1.005 0.708
H -3.144 -1.582 1.394
H -4.193 -3.001 -2.217
H -5.738 -1.433 -0.940
O -2.361 0.515 -1.453
C -2.216 1.765 -1.050
C -3.071 1.465 1.392
C -2.288 2.147 0.466
H -3.611 0.566 1.088
C -3.154 1.926 2.713
H -1.165 2.006 -1.300
C -1.514 3.233 0.882
H -3.815 1.423 3.426
C -2.403 3.039 3.119
C -1.559 3.678 2.202
H -0.863 3.716 0.152
H -2.464 3.405 4.152
H -0.916 4.506 2.508
Si 1.222 -1.595 -2.805
Cl 0.888 -0.016 -1.221
C 0.671 -3.235 -2.149
C 3.059 -1.513 -3.095
C 0.250 -0.937 -4.225
H 0.346 -3.131 -1.105
H 1.454 -4.007 -2.205
H -0.185 -3.602 -2.736
H -0.803 -1.252 -4.131
H 0.637 -1.279 -5.191
H 0.290 0.164 -4.222
H 3.627 -1.867 -2.229
H 3.374 -0.481 -3.292
H 3.368 -2.133 -3.949
S 0.575 0.863 1.722
C 1.544 0.309 3.015
N 2.546 1.122 3.473
C 3.263 0.812 4.583
C 3.109 -0.427 5.178
C 2.164 -1.326 4.667
C 1.401 -0.966 3.561
H 2.699 2.056 2.993
H 3.951 1.594 4.907
H 3.745 -0.700 6.019
H 2.020 -2.298 5.135
H 0.693 -1.628 3.070
```

total energy: -3571.151989 Ha
2S+1: 3
Kohn-Sham gap (alpha / beta): 6.963 / 6.452 eV
total charge: 0
HOMO (alpha / beta): -7.092 / -7.877 eV
lowest unoccupied orbital energy (alpha / beta): -0.1 / -1.4 eV
⟨S²⟩: 2.01

***

(2)
C56H54FGeN3OPSiTl | wB97M-V/def2-TZVPD

XYZ file:
```
119
Properties=species:S:1:pos:R:3
Tl 0.762 0.778 -0.412
N 1.688 -1.639 -2.825
P 1.444 -2.692 -1.512
C 1.928 -4.289 -2.221
C 1.760 -4.566 -3.589
C 2.055 -5.813 -4.091
C 2.488 -6.828 -3.246
C 2.616 -6.574 -1.881
C 2.343 -5.325 -1.376
C -0.337 -2.882 -1.284
C -0.832 -2.478 -0.046
C -2.133 -2.754 0.307
C -2.962 -3.427 -0.583
C -2.469 -3.842 -1.814
C -1.157 -3.600 -2.158
C 0.663 -0.942 -3.423
C 0.661 -0.632 -4.780
C -0.429 0.050 -5.295
C -1.498 0.338 -4.449
C -1.398 0.012 -3.112
N -0.321 -0.578 -2.590
H 2.488 -1.861 -3.403
H 1.408 -3.794 -4.260
H 1.951 -6.003 -5.151
H 2.739 -7.797 -3.649
H 2.926 -7.365 -1.214
H 2.449 -5.122 -0.321
H -0.170 -1.943 0.616
H -2.492 -2.442 1.276
H -3.987 -3.641 -0.321
H -3.118 -4.369 -2.502
H -0.769 -3.960 -3.101
H 1.494 -0.920 -5.406
H -0.448 0.357 -6.331
H -2.369 0.844 -4.832
H -2.181 0.232 -2.402
F -0.146 -0.112 1.938
C 0.309 -1.900 4.201
Ge 0.427 0.030 3.683
C -1.138 1.002 4.442
C -1.079 1.453 5.753
C -2.168 2.063 6.348
C -3.351 2.203 5.639
C -3.428 1.733 4.338
C -2.323 1.152 3.738
C 2.227 0.849 3.648
C 3.222 0.206 4.375
C 4.493 0.750 4.498
C 4.801 1.941 3.880
C 3.832 2.622 3.118
C 4.139 3.844 2.490
C 3.185 4.535 1.777
C 1.894 4.023 1.680
C 1.563 2.824 2.279
C 2.514 2.084 3.007
H 0.429 -2.036 5.270
H 1.061 -2.489 3.686
H -0.674 -2.270 3.918
H -0.158 1.331 6.310
H -2.092 2.429 7.364
H -4.206 2.678 6.105
H -4.351 1.812 3.780
H -2.382 0.830 2.709
H 3.002 -0.740 4.852
H 5.246 0.248 5.090
H 5.788 2.378 3.965
H 5.148 4.222 2.594
H 3.436 5.477 1.307
H 1.133 4.574 1.148
H 0.536 2.483 2.222
N 2.310 -2.047 -0.366
C 2.764 -2.535 0.829
C 2.164 -3.564 1.564
C 2.740 -4.025 2.732
C 3.917 -3.470 3.210
C 4.498 -2.420 2.517
C 3.924 -1.950 1.357
H 1.233 -3.989 1.202
H 2.257 -4.826 3.278
H 4.377 -3.853 4.112
H 5.406 -1.963 2.882
H 4.372 -1.130 0.820
C -2.454 4.162 -2.880
C -3.512 3.706 -1.877
C -4.456 2.741 -2.596
C -4.315 4.938 -1.442
Si -2.650 2.810 -0.374
O -1.339 2.038 -0.708
C -4.000 1.679 0.379
C -3.740 0.319 0.506
C -4.676 -0.552 1.036
C -5.899 -0.084 1.475
C -6.182 1.266 1.363
C -5.243 2.127 0.818
C -2.338 4.181 0.917
C -1.415 5.187 0.656
C -1.143 6.183 1.577
C -1.796 6.190 2.798
C -2.706 5.189 3.086
C -2.972 4.206 2.151
H -2.917 4.584 -3.779
H -1.822 3.329 -3.179
H -1.813 4.921 -2.440
H -4.996 3.241 -3.407
H -5.184 2.324 -1.902
H -3.896 1.913 -3.023
H -4.698 5.474 -2.316
H -3.697 5.620 -0.860
H -5.170 4.658 -0.828
H -2.777 -0.052 0.185
H -4.456 -1.606 1.116
H -6.632 -0.766 1.889
H -7.136 1.643 1.709
H -5.498 3.175 0.746
H -0.890 5.184 -0.288
H -0.430 6.964 1.346
H -1.590 6.970 3.518
H -3.230 5.186 4.034
H -3.681 3.432 2.389
```

total energy: -5386.159684 Ha
2S+1: 2
Kohn-Sham gap (alpha / beta): 2.711 / 5.986 eV
total charge: -1
HOMO (alpha / beta): -0.806 / -4.081 eV
lowest unoccupied orbital energy (alpha / beta): 1.9 / 1.9 eV
⟨S²⟩: 0.77
relative energy (zero: lowest compared OMol25 entry of this formula, charge and spin): 0.0 kcal/mol

***

(3)
C21H40F12NaO21P2 | wB97M-V/def2-TZVPD

XYZ file:
```
97
Properties=species:S:1:pos:R:3
Na 3.154 1.613 -0.546
P -0.047 0.397 -0.825
F -0.840 1.057 0.366
F -0.920 -0.963 -0.643
F -1.131 0.951 -1.907
F 0.758 -0.384 -2.043
F 0.836 1.741 -1.139
F 1.110 -0.116 0.171
P 2.517 2.710 2.408
F 1.924 1.961 3.711
F 3.879 3.076 3.154
F 3.201 1.295 1.907
F 3.063 3.361 1.007
F 1.157 2.313 1.624
F 1.883 4.099 2.860
C -1.625 -1.225 -4.002
C -0.373 -1.213 -4.861
O -0.478 -2.467 -5.547
C -1.790 -2.821 -5.587
O -2.215 -3.734 -6.211
O -2.528 -1.976 -4.835
H -2.037 -0.258 -3.743
H -1.405 -1.763 -3.077
H 0.532 -1.129 -4.269
H -0.365 -0.401 -5.593
C 1.765 -5.892 3.636
O 2.162 -4.997 2.590
C 1.396 -5.047 1.501
O 0.482 -5.803 1.319
O 1.844 -4.119 0.654
C 1.013 -3.777 -0.445
H 0.854 -5.538 4.113
H 2.576 -5.852 4.359
H 1.661 -6.897 3.234
H 1.278 -4.242 -1.397
H 0.946 -2.697 -0.462
H -0.007 -4.158 -0.326
C 3.180 4.921 -5.653
O 3.736 4.034 -4.683
C 3.047 3.003 -4.209
O 3.455 2.329 -3.295
O 1.936 2.786 -4.888
C 0.999 1.873 -4.319
H 3.636 5.889 -5.471
H 2.100 4.985 -5.583
H 3.450 4.568 -6.649
H 0.693 2.199 -3.321
H 1.461 0.900 -4.184
H 0.082 1.897 -4.898
C -3.921 -0.411 0.620
O -4.983 -0.647 1.560
C -6.111 -0.005 1.338
O -6.323 0.852 0.526
O -7.023 -0.474 2.211
C -8.316 0.084 2.176
H -3.060 0.006 1.135
H -4.254 0.263 -0.164
H -3.632 -1.351 0.155
H -9.055 -0.714 2.254
H -8.513 0.574 1.220
H -8.438 0.795 2.991
C -4.480 6.360 1.928
O -3.288 5.600 2.140
C -2.990 4.538 1.374
O -1.993 3.907 1.521
O -3.938 4.291 0.446
C -3.620 3.311 -0.538
H -5.310 5.744 1.599
H -4.288 7.154 1.208
H -4.743 6.770 2.902
H -4.575 3.023 -0.969
H -3.101 2.419 -0.194
H -2.977 3.776 -1.288
C 0.284 -1.494 3.004
O 0.246 -2.345 4.163
C 1.083 -2.082 5.146
O 1.888 -1.195 5.191
O 0.910 -3.021 6.093
C 1.624 -2.790 7.309
H 0.197 -0.461 3.329
H -0.538 -1.785 2.355
H 1.186 -1.692 2.426
H 2.604 -2.368 7.104
H 1.743 -3.758 7.790
H 1.018 -2.145 7.943
C 4.883 -2.271 1.128
O 4.923 -2.499 -0.282
C 4.640 -1.437 -1.017
O 4.507 -0.319 -0.582
O 4.524 -1.801 -2.284
C 4.203 -0.759 -3.198
H 5.173 -3.207 1.594
H 3.925 -1.918 1.500
H 5.634 -1.528 1.415
H 4.930 0.051 -3.164
H 3.235 -0.313 -2.945
H 4.107 -1.216 -4.176
```

total energy: -4448.332821 Ha
Kohn-Sham gap: 10.125 eV
total charge: -1
HOMO: -8.404 eV
lowest unoccupied orbital energy: 1.7 eV
relative energy (zero: lowest compared OMol25 entry of this formula, charge and spin): 0.0 kcal/mol

***

(4)
F12KN6Na2O24S12 | wB97M-V/def2-TZVPD

XYZ file:
```
57
Properties=species:S:1:pos:R:3
Na -4.716 -1.606 -1.013
Na 1.885 -0.872 -2.975
K -1.536 1.016 -0.054
N -2.418 -1.518 -0.618
S -1.520 -2.145 0.724
O -0.623 -1.129 1.289
O -0.993 -3.583 0.620
F -2.710 -2.224 1.837
S -1.575 -2.127 -1.644
O -1.931 -3.487 -2.040
O -0.182 -1.676 -1.867
F -2.327 -1.355 -2.849
N 1.669 1.077 -4.431
S 0.230 1.951 -4.304
O -0.111 3.088 -5.178
O -0.318 2.034 -2.989
F -0.730 0.893 -5.062
S 2.493 2.402 -4.475
O 2.455 3.330 -3.358
O 2.817 2.935 -5.827
F 3.850 1.605 -4.100
N 4.204 -1.910 1.095
S 5.136 -2.920 0.087
O 6.137 -2.212 -0.721
O 4.661 -4.220 -0.346
F 6.179 -3.387 1.304
S 2.927 -2.169 0.403
O 2.085 -3.265 0.950
O 2.826 -1.809 -0.985
F 2.188 -0.802 0.928
N -0.077 -0.227 5.597
S -0.658 0.413 4.293
O -1.885 -0.166 3.807
O 0.252 1.035 3.314
F -1.188 1.771 5.024
S 0.719 -1.450 4.673
O 1.982 -1.142 3.998
O -0.130 -2.419 3.987
F 1.151 -2.335 5.918
N 3.193 1.896 1.170
S 2.120 2.925 0.933
O 0.826 2.532 0.454
O 2.578 4.248 0.577
F 1.766 3.106 2.551
S 3.481 1.760 -0.496
O 4.205 2.862 -1.155
O 2.458 1.055 -1.278
F 4.591 0.599 -0.339
N -6.091 -0.104 -0.002
S -6.895 0.962 -0.647
O -6.327 2.191 -1.184
O -8.220 0.940 -0.076
F -7.125 0.118 -2.016
S -5.378 0.893 1.277
O -6.266 1.723 2.048
O -4.057 1.344 0.936
F -5.079 -0.445 2.235
```

total energy: -9035.477864 Ha
Kohn-Sham gap: 6.658 eV
total charge: -3
HOMO: -2.931 eV
lowest unoccupied orbital energy: 3.7 eV
relative energy (zero: lowest compared OMol25 entry of this formula, charge and spin): 20.9 kcal/mol

***

(5)
C6H10N4O4 | wB97M-V/def2-TZVPD

XYZ file:
```
24
Properties=species:S:1:pos:R:3
C 0.590 -0.245 1.872
C -1.622 -1.636 -1.301
C -0.081 -0.077 -0.514
C 1.107 -0.003 0.483
C 0.336 -1.737 2.013
C -2.271 -0.463 -2.300
N 1.343 2.377 0.411
N -0.635 -1.394 -0.486
N 1.877 1.152 0.484
N 0.305 2.938 -0.739
O 3.086 1.125 1.045
O 0.420 4.177 -0.577
O 0.472 0.530 2.797
O -2.102 -2.803 -1.346
H -0.912 0.528 -0.105
H 0.426 0.247 -1.436
H 1.818 -0.675 0.204
H 0.877 -2.193 1.221
H -0.697 -1.903 1.866
H 0.572 -2.181 2.999
H -1.444 -0.375 -3.071
H -2.275 0.467 -1.593
H -3.173 -0.980 -2.598
H 1.983 3.126 0.674
```

total energy: -754.346469 Ha
SMILES string: CC(=O)[C@@H](C/N=C(\C)[O-])N([O-])NN=O
Kohn-Sham gap (alpha / beta): 5.636 / 5.889 eV
total charge: -2
HOMO (alpha / beta): 0.578 / 0.366 eV
lowest unoccupied orbital energy (alpha / beta): 6.2 / 6.3 eV
relative energy (zero: lowest compared OMol25 entry of this formula, charge and spin): 12.3 kcal/mol

***

(6)
C4H8NO3 | wB97M-V/def2-TZVPD

XYZ file:
```
16
Properties=species:S:1:pos:R:3
C 1.778 -1.179 -2.318
C 0.341 -0.457 -2.304
O -0.493 -0.644 -1.382
O 0.136 0.228 -3.317
H 2.227 -0.667 -3.206
H 1.627 -2.232 -2.627
H 2.119 -1.109 -1.314
C -0.315 1.387 3.434
C -0.580 0.380 2.241
O -1.601 -0.236 2.195
N 0.334 0.382 1.208
H -0.148 -0.157 0.357
H 1.024 1.086 0.993
H 0.660 1.672 3.384
H -0.507 0.983 4.420
H -1.027 2.170 3.243
```

total energy: -437.596578 Ha
2S+1: 2
Kohn-Sham gap (alpha / beta): 10.061 / 5.157 eV
total charge: 0
HOMO (alpha / beta): -9.510 / -9.503 eV
lowest unoccupied orbital energy (alpha / beta): 0.6 / -4.3 eV
⟨S²⟩: 0.76
relative energy (zero: lowest compared OMol25 entry of this formula, charge and spin): 31.4 kcal/mol

***

(7)
C5H8N2 | wB97M-V/def2-TZVPD

XYZ file:
```
15
Properties=species:S:1:pos:R:3
C -0.754 1.786 0.986
N -0.259 0.859 0.236
C -0.502 0.805 -1.198
C 0.225 -0.219 -1.644
C 0.824 -0.877 -0.455
N 1.550 -2.055 -0.560
C 0.563 -0.209 0.707
H -1.275 0.015 2.502
H -0.371 1.903 1.991
H -1.527 2.449 0.609
H -1.054 1.595 -1.688
H 0.334 -0.529 -2.677
H 1.282 -2.668 -1.317
H 1.610 -2.548 0.323
H -0.646 -0.308 2.184
```

total energy: -304.644197 Ha
Kohn-Sham gap (alpha / beta): 6.821 / 6.820 eV
total charge: 0
HOMO (alpha / beta): -7.392 / -7.391 eV
lowest unoccupied orbital energy (alpha / beta): -0.6 / -0.6 eV
relative energy (zero: lowest compared OMol25 entry of this formula, charge and spin): 120.0 kcal/mol

***

(8)
C26H25Br2CaN9O2S | wB97M-V/def2-TZVPD

XYZ file:
```
66
Properties=species:S:1:pos:R:3
Ca -0.278 -0.059 -0.251
C -4.731 1.980 -1.142
C -3.331 1.443 -1.119
N -2.652 1.268 -0.049
N -3.293 1.577 1.113
C -2.682 1.517 2.329
N -3.570 1.613 3.361
S -1.063 1.396 2.557
C -2.668 1.111 -2.406
C -3.414 0.796 -3.535
C -2.749 0.508 -4.718
C -1.369 0.571 -4.736
C -0.713 0.875 -3.552
N -1.334 1.129 -2.411
H -4.815 2.860 -0.500
H -5.453 1.233 -0.795
H -5.024 2.286 -2.141
H -4.297 1.665 1.084
H -4.513 1.282 3.233
H -3.172 1.494 4.277
H -4.491 0.742 -3.492
H -3.305 0.237 -5.605
H -0.800 0.363 -5.630
H 0.370 0.898 -3.521
O 0.994 1.833 -0.344
N 1.773 2.125 0.618
N 1.934 1.177 1.453
O 1.366 0.014 1.336
C 2.755 1.419 2.600
C 3.348 2.662 2.792
C 4.131 2.855 3.917
C 4.320 1.830 4.834
C 3.720 0.600 4.624
C 2.931 0.382 3.503
H 3.189 3.453 2.077
H 4.594 3.820 4.078
H 4.933 1.994 5.711
H 3.861 -0.204 5.334
H 2.451 -0.564 3.314
C 3.864 0.537 -4.408
C 3.313 -0.497 -3.473
C 3.520 -1.855 -3.662
C 3.018 -2.765 -2.742
C 2.299 -2.264 -1.669
Br -1.287 -2.189 -1.772
N 2.052 -0.966 -1.486
C 2.562 -0.115 -2.361
H 4.280 0.076 -5.303
H 4.656 1.118 -3.932
H 3.088 1.239 -4.717
H 4.079 -2.206 -4.520
H 3.172 -3.829 -2.845
H 2.351 0.932 -2.157
Br -4.367 -1.630 0.745
C -2.856 -2.260 1.742
C -3.115 -3.289 2.637
C -2.035 -3.841 3.297
C -0.766 -3.346 3.030
C -0.638 -2.306 2.130
N -1.675 -1.756 1.484
H -4.123 -3.646 2.782
H -2.179 -4.655 3.995
H 0.118 -3.755 3.497
H 0.340 -1.891 1.923
N 1.547 -3.874 0.218
C 1.831 -3.150 -0.627
```

total energy: -7872.969979 Ha
Kohn-Sham gap: 7.554 eV
total charge: 0
HOMO: -7.626 eV
lowest unoccupied orbital energy: -0.1 eV
relative energy (zero: lowest compared OMol25 entry of this formula, charge and spin): 0.0 kcal/mol

***

(9)
CClFN2O | wB97M-V/def2-TZVPD

XYZ file:
```
6
Properties=species:S:1:pos:R:3
C 0.395 -0.375 0.158
N -0.672 -0.992 0.088
N 1.396 0.141 -0.156
O -1.721 1.173 -0.418
F 2.699 0.226 0.271
Cl -2.097 -0.173 0.057
```

total energy: -782.600319 Ha
Kohn-Sham gap: 8.528 eV
total charge: 0
HOMO: -9.377 eV
lowest unoccupied orbital energy: -0.8 eV
relative energy (zero: lowest compared OMol25 entry of this formula, charge and spin): 69.6 kcal/mol

***

(10)
C4H10NO3 | wB97M-V/def2-TZVPD

XYZ file:
```
18
Properties=species:S:1:pos:R:3
C 2.011 0.241 1.415
C -0.812 1.556 -0.105
C 2.281 -0.038 0.178
C -1.233 0.002 -0.306
N -0.262 -0.646 -0.836
O -0.646 -1.824 -1.719
O -1.555 -0.504 1.125
O -2.534 -0.085 -1.030
H 0.961 0.615 1.628
H -0.160 -2.570 -1.307
H 2.694 0.198 2.254
H -1.209 1.672 0.902
H 0.264 1.521 -0.304
H -1.336 2.113 -0.929
H 1.427 -0.053 -0.478
H 3.237 -0.355 -0.161
H -0.773 -1.001 1.283
H -2.353 -0.841 -1.608
```

total energy: -438.755955 Ha
Kohn-Sham gap: 6.890 eV
total charge: -1
HOMO: -2.805 eV
lowest unoccupied orbital energy: 4.1 eV
relative energy (zero: lowest compared OMol25 entry of this formula, charge and spin): 143.9 kcal/mol